The following is a quantum chemistry calculation of a single C7H8N4OS4 molecule, from the Open Molecules 2025 dataset.

```
24
Properties=species:S:1:pos:R:3:lowdin_charge:R:1
C 5.798 -0.708 0.985 -0.40
H 5.312 -0.867 1.795 -0.05
H 6.967 -0.595 1.103 0.09
H 5.581 -1.512 0.144 0.08
S 5.366 0.733 0.035 0.82
C 3.607 0.574 -0.052 -0.87
N 2.924 -0.540 0.358 0.00
N 1.711 -0.353 -0.262 -0.13
C 1.315 0.756 -0.791 -1.05
S -0.187 1.046 -1.266 1.00
C -1.102 -0.327 -0.902 -0.49
C -2.512 -0.197 -0.485 -0.36
N -3.371 -0.792 -1.234 0.18
N -4.642 -0.289 -0.678 -0.02
C -5.137 0.652 -0.088 -0.78
O -6.357 0.947 0.198 -0.07
S -3.851 1.413 0.994 1.00
C -2.594 0.257 1.058 -0.40
H -2.736 -0.344 1.644 -0.07
H -1.683 0.866 1.425 0.13
H -5.398 -0.777 -1.439 0.25
H -1.214 -0.980 -1.703 0.06
H -0.402 -0.917 -0.147 0.14
S 2.605 1.956 -0.693 0.96
```

Results
Relative energy (zero: lowest compared OMol25 entry of this formula, charge and spin): 677.77 kJ/mol
Multiplicity: 1
HOMO-LUMO gap: 8.24 eV
E_tot: -58729.26924 eV

The following is a quantum chemistry calculation of an isolated ion of composition C7H8NO2 and charge -1, from the Open Molecules 2025 dataset.

```
18
Properties=species:S:1:pos:R:3:lowdin_charge:R:1
C 0.846 -0.117 -1.932 -0.24
C -1.191 1.471 -1.402 -0.63
C -0.414 -1.597 0.157 0.09
C -0.049 0.391 -0.939 -0.02
C 0.050 -0.217 0.460 -0.62
C -0.737 0.608 1.452 -0.02
C 1.510 -0.456 0.789 -0.06
N 1.493 -0.639 -2.750 0.11
O -2.412 1.183 -1.311 -0.05
O -0.457 2.483 -1.628 -0.04
H -1.503 -1.587 -0.037 0.08
H 0.137 -2.213 -0.461 0.03
H -0.954 0.109 2.336 0.06
H -1.667 0.951 1.068 0.07
H -0.169 1.441 1.707 0.07
H 1.628 -0.958 1.723 0.08
H 2.123 0.343 0.734 0.05
H 1.766 -1.197 0.034 0.07
```

Results
Total charge: -1
Relative energy (zero: lowest compared OMol25 entry of this formula, charge and spin): 131.46 kJ/mol
Multiplicity: 1
HOMO-LUMO gap (alpha / beta): 7.32 / 8.27 eV
E_tot: -12971.95511 eV

The following is a quantum chemistry calculation of an isolated ion of composition C7H8NO3S and charge +1, from the Open Molecules 2025 dataset.

```
20
Properties=species:S:1:pos:R:3:lowdin_charge:R:1
C -3.124 -0.756 0.070 0.06
C -2.026 -1.681 0.062 0.00
C -2.927 0.628 0.143 -0.04
C -0.802 -1.150 0.043 0.01
C -1.706 1.110 0.278 0.06
C -0.562 0.230 0.057 -0.17
C 3.400 0.892 -0.097 -0.10
N 0.664 0.741 -0.092 -0.10
O 0.979 1.887 -0.296 0.09
O 2.201 -1.130 -1.338 -0.21
O 2.271 -1.148 1.136 -0.21
S 2.355 -0.480 -0.092 0.75
H -4.120 -1.255 -0.092 0.15
H -2.115 -2.685 -0.154 0.11
H -3.687 1.217 0.436 0.10
H 0.026 -1.753 0.018 0.08
H -1.577 2.143 0.219 0.12
H 3.460 0.908 -1.174 0.08
H 3.010 1.775 0.330 0.07
H 4.281 0.506 0.544 0.14
```

Results
Total charge: +1
Relative energy (zero: lowest compared OMol25 entry of this formula, charge and spin): 0.00 kJ/mol
Multiplicity: 1
HOMO-LUMO gap: 7.96 eV
E_tot: -25844.50308 eV

The following is a quantum chemistry calculation of an isolated ion of composition C7H8NO4 and charge -1, from the Open Molecules 2025 dataset.

```
20
Properties=species:S:1:pos:R:3:lowdin_charge:R:1
C 2.142 0.196 0.348 -0.15
C 1.896 -0.212 -0.975 -0.11
C 1.385 0.200 1.541 -0.15
C -0.912 1.987 1.827 -0.62
C 0.617 -0.584 -1.261 -0.15
C -0.880 0.465 1.740 -0.37
C -1.061 -1.550 -2.620 -0.12
N 0.092 -0.254 1.669 0.11
O 0.184 2.520 1.714 0.02
O -2.104 2.352 1.971 -0.04
O -2.176 0.013 1.905 -0.01
O 0.191 -1.011 -2.465 -0.15
H 3.254 0.314 0.435 0.09
H 2.533 -0.102 -1.858 0.10
H 1.798 0.703 2.434 0.11
H -0.202 -0.641 -0.533 0.10
H -1.659 -1.213 -1.763 0.09
H -0.901 -2.764 -2.617 0.13
H -1.557 -1.352 -3.510 0.05
H -2.640 0.934 2.016 0.07
```

Results
Total charge: -1
Relative energy (zero: lowest compared OMol25 entry of this formula, charge and spin): 238.48 kJ/mol
Multiplicity: 1
HOMO-LUMO gap: 6.83 eV
E_tot: -17067.90441 eV

The following is a quantum chemistry calculation of a 2-piece molecular cluster, C7H8NO4S overall, from the Open Molecules 2025 dataset.

```
21
Properties=species:S:1:pos:R:3:lowdin_charge:R:1
C -2.074 1.733 0.250 -0.12
C -3.044 0.915 0.765 -0.15
C -1.411 -0.408 0.050 -0.14
C -1.076 0.898 -0.262 -0.52
C 1.686 -0.606 1.026 -0.73
C 1.888 -1.673 -1.407 -0.04
C 2.345 -0.553 -0.356 -0.40
N -2.660 -0.405 0.600 0.00
O 1.903 0.383 1.763 -0.03
O 1.044 -1.576 1.318 0.02
O 1.095 2.318 0.259 -0.49
O 3.077 0.350 -0.711 0.01
S 0.452 1.476 -0.984 0.90
H -2.040 2.816 -0.042 0.12
H -4.051 1.038 1.080 0.08
H -0.943 -1.348 -0.310 0.11
H 2.312 -1.410 -2.375 0.05
H 2.470 -2.625 -1.309 0.07
H 0.745 -1.719 -1.471 0.07
H -3.087 -1.139 1.191 0.16
H 1.369 1.535 0.925 0.01
```

Results
Total charge: -1
Relative energy (zero: lowest compared OMol25 entry of this formula, charge and spin): 62.04 kJ/mol
Multiplicity: 1
HOMO-LUMO gap: 7.61 eV
E_tot: -27904.28041 eV

The following is a quantum chemistry calculation of a single C7H8O molecule, from the Open Molecules 2025 dataset.

```
16
Properties=species:S:1:pos:R:3:lowdin_charge:R:1
C 0.651 1.510 -0.339 -0.21
C -0.657 0.687 -0.285 -0.24
C -1.894 1.153 -0.595 0.08
C -0.529 -0.732 0.126 -0.30
C -1.489 -1.429 0.734 0.07
C 0.740 -1.362 -0.253 -0.11
C 1.781 -1.860 -0.477 0.13
H 2.098 0.800 0.878 0.10
H 1.278 1.165 -1.172 0.12
H 0.425 2.562 -0.455 0.11
H -1.877 2.204 -0.845 0.06
H -2.792 0.548 -0.554 0.06
H -2.450 -1.012 1.077 0.08
H -1.297 -2.518 0.891 0.09
H 2.723 -2.329 -0.643 0.04
O 1.284 1.347 0.920 -0.07
```

Results
Relative energy (zero: lowest compared OMol25 entry of this formula, charge and spin): 351.88 kJ/mol
Multiplicity: 1
HOMO-LUMO gap: 9.57 eV
E_tot: -9432.59526 eV

The following is a quantum chemistry calculation of C7H8O as an isolated structure, from the Open Molecules 2025 dataset.

```
16
Properties=species:S:1:pos:R:3:lowdin_charge:R:1
C 2.756 0.128 0.146 0.01
C 0.398 -0.414 -0.245 -0.30
C 0.006 0.950 -0.281 -0.02
C -1.347 1.198 -0.106 -0.13
C -2.279 0.199 -0.014 -0.15
C -1.852 -1.139 -0.037 -0.15
C -0.564 -1.406 -0.073 -0.09
H 2.817 0.959 -0.419 0.05
H 3.600 -0.203 0.294 0.01
H 2.245 0.596 1.000 0.11
H 0.601 1.834 -0.128 0.10
H -1.871 2.219 -0.006 0.13
H -3.387 0.406 -0.022 0.11
H -2.842 -2.031 0.326 0.20
H 0.013 -2.528 -0.107 0.19
O 1.706 -0.767 -0.329 -0.08
```

Results
Relative energy (zero: lowest compared OMol25 entry of this formula, charge and spin): 360.00 kJ/mol
Multiplicity: 1
HOMO-LUMO gap: 9.48 eV
E_tot: -9432.51109 eV

The following is a quantum chemistry calculation of a single C7H8O molecule, from the Open Molecules 2025 dataset.

```
16
Properties=species:S:1:pos:R:3:lowdin_charge:R:1
C 0.260 0.660 -1.669 -0.09
C 0.141 1.063 -0.202 -0.24
C -1.130 0.729 0.529 -0.06
C -1.139 -0.398 1.320 -0.04
C 0.252 -1.006 1.411 -0.22
C 0.459 -1.227 -0.059 -0.21
C 1.086 -0.004 -0.665 -0.21
H 0.867 1.263 -2.301 0.09
H -0.682 0.253 -2.176 0.15
H 0.577 2.092 -0.079 0.15
H -2.068 1.316 0.539 0.11
H -2.022 -0.808 1.817 0.10
H 0.969 -0.373 1.879 0.14
H -0.463 -1.544 -0.599 0.16
H 2.125 0.254 -0.661 0.15
O 0.766 -2.269 0.914 0.02
```

Results
Relative energy (zero: lowest compared OMol25 entry of this formula, charge and spin): 517.39 kJ/mol
Multiplicity: 1
HOMO-LUMO gap: 9.54 eV
E_tot: -9430.87993 eV

The following is a quantum chemistry calculation of C7H8O2 as an isolated structure, from the Open Molecules 2025 dataset.

```
17
Properties=species:S:1:pos:R:3:lowdin_charge:R:1
C -2.570 -0.014 0.043 -0.10
C -1.045 0.104 -0.198 -0.26
C -0.287 -1.132 -0.024 -0.02
C 1.038 -1.316 -0.076 -0.50
C 1.758 -0.232 -0.103 0.00
C 1.107 1.060 0.051 -0.21
C -0.177 1.256 -0.270 -0.04
H -3.119 -0.696 -0.652 0.04
H -2.577 -0.749 1.200 0.16
H -3.271 1.201 0.435 0.18
H -0.988 -1.932 -0.105 0.10
H 2.669 -2.084 0.590 0.29
H 2.874 -0.219 -0.229 0.15
H 1.487 2.993 0.231 0.12
H -0.691 2.041 -0.851 0.13
O 1.696 -2.469 -0.102 0.01
O 2.096 2.188 0.059 -0.05
```

Results
Relative energy (zero: lowest compared OMol25 entry of this formula, charge and spin): 547.44 kJ/mol
Multiplicity: 1
HOMO-LUMO gap: 8.81 eV
E_tot: -11477.88617 eV

The following is a quantum chemistry calculation of a single C7H8O2S2 molecule, from the Open Molecules 2025 dataset.

```
19
Properties=species:S:1:pos:R:3:lowdin_charge:R:1
C 2.433 -1.206 -0.200 -0.11
C 1.250 -1.368 -0.292 -0.12
C -2.125 1.929 0.373 -0.15
C -2.344 0.887 -0.181 -0.38
C 3.792 -0.632 -0.138 -0.10
C -1.843 3.230 0.829 -0.10
C -0.053 -2.027 -0.457 -0.36
O -1.939 -0.892 -2.189 -0.61
O -1.790 -2.575 1.617 -0.55
S -2.773 -0.673 -0.749 0.89
S -1.156 -1.428 0.918 0.89
H 3.686 0.482 -0.474 0.11
H 4.136 -1.183 -1.002 0.07
H 4.321 -0.636 0.843 0.09
H -2.716 3.864 1.000 0.09
H -1.318 3.040 1.736 0.07
H -1.217 3.938 0.216 0.12
H -0.439 -1.627 -1.418 0.04
H 0.093 -3.124 -0.433 0.12
```

Results
Relative energy (zero: lowest compared OMol25 entry of this formula, charge and spin): 529.95 kJ/mol
Multiplicity: 1
HOMO-LUMO gap (alpha / beta): 7.89 / 7.89 eV
E_tot: -33146.98833 eV